{"formula": "C26H44BCsN12O7P", "method": "ωB97M-V/def2-TZVPD", "species": ["Cs", "C", "C", "N", "N", "C", "B", "N", "C", "C", "C", "N", "N", "C", "C", "C", "N", "H", "H", "H", "H", "H", "H", "H", "H", "H", "H", "O", "C", "C", "C", "C", "C", "C", "C", "C", "N", "H", "H", "H", "H", "H", "H", "H", "H", "H", "H", "H", "N", "N", "C", "N", "N", "N", "O", "O", "H", "H", "H", "H", "H", "C", "C", "C", "C", "O", "P", "O", "O", "O", "C", "C", "C", "C", "H", "H", "H", "H", "H", "H", "H", "H", "H", "H", "H", "H", "H", "H", "H", "H", "H", "H"], "positions_angstrom": [[0.610435, 0.260887, 1.329557], [3.370397, -1.898759, 5.022391], [2.953738, -0.740891, 4.344119], [2.766270, -0.988105, 3.055758], [3.068568, -2.276815, 2.866635], [3.428140, -2.855984, 4.030799], [2.984760, -3.040842, 1.527593], [1.576014, -3.675757, 1.384000], [1.306043, -4.992934, 1.289927], [-0.052847, -5.140958, 1.097281], [-0.532844, -3.820646, 1.087744], [0.454571, -2.953766, 1.262693], [3.263406, -2.165340, 0.295491], [4.215000, -2.415606, -0.627817], [4.092969, -1.480650, -1.634673], [3.012473, -0.682599, -1.222892], [2.524474, -1.109360, -0.068669], [3.604334, -2.014516, 6.067076], [2.815586, 0.255588, 4.736176], [3.711447, -3.894895, 4.075201], [3.792382, -3.934044, 1.557566], [2.092244, -5.726543, 1.361298], [-0.607455, -6.057211, 0.984856], [-1.545377, -3.469619, 0.953398], [4.906453, -3.233787, -0.512199], [4.692661, -1.387378, -2.524426], [2.596924, 0.189260, -1.708593], [-2.730808, 1.663526, -2.312213], [-3.280774, 0.637792, -3.102109], [-3.697200, -0.583245, -2.302094], [-2.561294, -1.252275, -1.506385], [-1.507531, -1.861479, -2.386404], [-1.741193, -3.060039, -3.060531], [-0.747036, -3.587066, -3.865242], [0.460843, -2.910711, -3.963411], [0.608444, -1.729324, -3.254465], [-0.351782, -1.206296, -2.497029], [-3.116637, 1.692994, -1.408260], [-2.523411, 0.363533, -3.843849], [-4.159495, 1.012463, -3.646327], [-4.130150, -1.307306, -2.998966], [-4.480056, -0.276484, -1.605464], [-3.007004, -2.034314, -0.886249], [-2.045107, -0.552859, -0.851118], [-2.688175, -3.572893, -2.942616], [-0.906159, -4.516964, -4.397058], [1.269264, -3.296954, -4.569323], [1.541181, -1.175385, -3.281282], [0.633145, 2.219079, -2.527806], [-0.005314, 3.186729, -1.726963], [0.388284, 3.377304, -0.458187], [-0.431589, 4.121784, 0.308180], [1.557131, 2.844083, -0.131023], [2.063840, 2.974219, 1.089940], [2.983110, 2.220208, 1.366887], [1.656329, 3.831663, 1.898208], [0.139448, 2.218287, -3.407162], [0.491215, 1.299407, -2.115661], [-0.997490, 3.301992, -1.888199], [-1.419769, 3.892921, 0.220885], [-0.115428, 4.223012, 1.258857], [-0.391579, 3.780005, 4.329096], [-1.613622, 2.915852, 4.041163], [-1.409418, 1.518344, 4.618822], [-2.846776, 3.575808, 4.666310], [-1.753535, 2.897557, 2.600709], [-2.496760, 1.762600, 1.710283], [-2.671120, 2.375632, 0.351861], [-1.805563, 0.445365, 1.779089], [-3.923853, 1.755840, 2.497358], [-4.901637, 0.707621, 2.428353], [-5.060878, 0.200468, 0.997026], [-4.492345, -0.443819, 3.348370], [-6.200079, 1.342925, 2.917929], [-0.221628, 3.824640, 5.405986], [-0.550763, 4.793704, 3.955277], [0.495687, 3.376778, 3.843878], [-1.361879, 1.573483, 5.706856], [-0.484162, 1.080461, 4.244474], [-2.233835, 0.871476, 4.329912], [-2.718872, 3.663493, 5.746489], [-3.735282, 2.987941, 4.454075], [-2.982823, 4.573083, 4.243897], [-4.110066, -0.222209, 0.669940], [-5.321799, 1.032774, 0.341393], [-5.838275, -0.562624, 0.938171], [-3.527199, -0.834156, 3.024429], [-5.237267, -1.240846, 3.313117], [-4.404751, -0.092518, 4.378440], [-6.488538, 2.155787, 2.250149], [-6.057900, 1.750302, 3.920089], [-6.998762, 0.600088, 2.947742]], "atomic_forces_ev_per_a": [[1.4, -0.2, 0.1], [0.0, 0.0, 0.0], [0.1, -0.1, 0.1], [0.1, 0.3, -0.1], [0.2, -0.3, 0.2], [0.1, 0.1, 0.1], [-0.4, 0.2, -0.1], [0.1, -0.4, -0.1], [-0.1, 0.0, 0.0], [0.0, 0.0, 0.0], [0.0, -0.1, 0.0], [-0.1, 0.2, 0.0], [0.4, -0.2, -0.1], [0.0, 0.1, -0.1], [0.0, 0.0, 0.0], [0.2, -0.1, 0.0], [0.5, -0.4, -0.5], [0.0, 0.0, 0.0], [-0.1, 0.0, -0.1], [0.0, 0.0, -0.1], [0.0, -0.1, 0.0], [0.0, 0.0, 0.0], [0.0, 0.0, 0.0], [0.0, 0.0, 0.0], [0.0, 0.0, 0.1], [0.0, 0.0, 0.0], [0.0, 0.0, 0.1], [0.0, 0.2, 0.3], [-0.1, 0.0, 0.0], [0.3, 0.0, 0.1], [0.0, 0.0, -0.2], [-0.1, -0.1, -0.1], [0.1, 0.0, -0.1], [0.0, 0.1, 0.1], [0.0, 0.0, 0.0], [0.0, 0.0, -0.1], [0.0, 0.2, 0.1], [0.4, 0.1, -0.2], [0.0, 0.0, 0.0], [0.0, 0.0, -0.1], [-0.1, 0.0, 0.1], [-0.1, -0.1, 0.0], [0.1, 0.0, 0.1], [-0.2, 0.2, 0.1], [0.0, 0.0, 0.0], [0.0, 0.0, 0.0], [0.0, 0.0, 0.0], [-0.1, -0.1, -0.1], [0.3, -0.1, 0.0], [-0.4, -0.1, -0.1], [0.1, 0.8, 0.3], [0.0, 0.0, -0.1], [0.3, -0.5, -1.0], [0.5, 0.8, 0.7], [-0.1, 0.1, 0.0], [0.0, -0.1, -0.2], [-0.1, 0.0, -0.1], [-0.2, -0.1, 0.0], [-0.2, -0.1, 0.1], [-0.1, -0.1, -0.1], [0.1, 0.0, 0.1], [-0.1, -0.1, -0.2], [0.0, 0.1, 0.5], [-0.1, 0.1, -0.2], [0.0, -0.1, -0.3], [-0.1, -0.3, -0.1], [-0.6, 0.6, 0.0], [-0.1, 0.0, 0.1], [-2.3, 0.1, 0.6], [0.2, -0.2, -0.1], [-0.3, -0.3, 0.1], [0.2, 0.2, 0.1], [0.1, 0.2, -0.1], [0.2, 0.0, -0.1], [0.0, 0.0, 0.0], [0.0, 0.0, 0.0], [0.0, 0.0, 0.0], [0.0, 0.0, 0.0], [0.0, 0.0, 0.0], [0.0, -0.1, 0.1], [0.0, 0.0, 0.0], [-0.1, 0.0, 0.0], [0.0, 0.0, 0.0], [-0.1, -0.1, -0.1], [0.0, 0.0, 0.0], [0.0, 0.0, 0.0], [0.0, -0.1, 0.0], [0.0, 0.0, 0.0], [0.0, 0.0, 0.0], [0.0, 0.0, 0.0], [0.0, 0.0, 0.0], [0.0, 0.0, 0.0]], "lowdin_charge": [1.3089, -0.0882, -0.1814, -0.0209, -0.0495, -0.1065, -0.5384, -0.0498, -0.1087, -0.0916, -0.1789, 0.0257, -0.0406, -0.0969, -0.0812, -0.2061, -0.1129, 0.0764, 0.0958, 0.1096, 0.1113, 0.1060, 0.0746, 0.0890, 0.1068, 0.0801, 0.0880, -0.0982, -0.2737, -0.1642, -0.1359, -0.2880, -0.0266, -0.0738, -0.0642, -0.1294, 0.1355, 0.0527, 0.1132, 0.1097, 0.1123, 0.0903, 0.1140, 0.0962, 0.1119, 0.1009, 0.0983, 0.0881, 0.0574, 0.0004, -0.4346, 0.1912, 0.0939, -0.5225, -0.0265, -0.0196, 0.0791, 0.0489, 0.1261, 0.0736, 0.0656, -0.0292, -0.6072, -0.0220, -0.0261, -0.1795, 0.2473, -0.2991, -0.6485, -0.1755, -0.6296, -0.0422, -0.0294, -0.0310, 0.0891, 0.0912, 0.0671, 0.0928, 0.0704, 0.0586, 0.0848, 0.0647, 0.0892, 0.0600, 0.0915, 0.0926, 0.0770, 0.0852, 0.0841, 0.0871, 0.0805, 0.0839], "relative_energy_kj_mol": 0.00, "total_charge": -1, "e_tot_ev": -70408.7326, "e_lumo_ha": 0.0778, "homo_lumo_gap_ev": 8.1}